Entry 1:
ORCA calculation (ωB97M-V/def2-TZVPD) on a single C26H38N4O6 molecule in a non-equilibrium geometry.

Structure (XYZ):
```
74
Properties=species:S:1:pos:R:3:forces:R:3:lowdin_charge:R:1
C -0.643 -4.525 -1.432 -0.224 0.111 -0.047 -0.11
H -0.268 -4.838 -0.460 0.105 -0.070 0.099 0.07
C -1.713 -3.453 -1.268 0.141 0.016 0.197 -0.25
C -1.248 -2.260 -0.435 -0.040 -0.029 -0.273 -0.16
H -0.905 -2.604 0.543 -0.042 0.018 0.088 0.11
H -2.101 -1.594 -0.286 0.007 0.062 0.058 0.11
C -0.132 -1.465 -1.121 -0.269 -0.277 -0.200 -0.13
N 0.111 -0.207 -0.428 -0.122 -0.162 -0.082 0.01
C -0.607 0.856 -0.846 0.277 0.185 0.284 -0.44
O -1.229 0.827 -1.902 -0.164 0.028 -0.351 0.02
C -0.634 2.106 0.024 -0.278 0.160 -0.229 -0.06
C -1.807 3.020 -0.358 0.040 -0.048 0.128 -0.08
C -3.115 2.459 0.182 0.314 0.253 -0.309 -0.46
O -3.661 2.899 1.169 -0.132 0.080 0.274 0.08
N -3.581 1.405 -0.545 0.044 -0.349 -0.466 0.17
C -4.668 0.628 -0.224 -0.868 -0.599 0.338 -0.30
N -4.895 -0.491 -0.874 1.092 0.505 -0.519 0.10
O -6.024 -1.030 -0.345 -0.722 -0.077 0.524 0.00
C -6.484 -0.235 0.637 0.459 0.594 0.057 -0.32
C -5.663 0.846 0.768 -0.267 -0.438 -0.108 0.06
H -5.724 1.669 1.445 -0.074 0.125 0.164 0.10
C -7.719 -0.639 1.353 0.123 -0.154 -0.213 0.00
H -8.547 -0.723 0.651 -0.086 0.009 0.012 0.09
H -7.577 -1.611 1.823 -0.038 -0.036 0.072 0.09
H -7.960 0.098 2.112 -0.023 0.017 0.033 0.09
H -3.020 1.074 -1.329 0.038 0.170 0.120 0.12
H -1.859 3.111 -1.444 0.037 0.039 0.047 0.12
H -1.658 4.004 0.086 -0.091 -0.088 -0.008 0.12
H -0.714 1.835 1.077 0.124 0.033 0.054 0.13
H 0.303 2.651 -0.108 -0.011 -0.064 0.065 0.13
C 0.854 -0.198 0.822 -0.005 0.083 0.417 -0.12
C 1.899 0.896 0.895 0.239 0.215 -0.177 -0.13
C 2.076 1.567 2.101 0.020 -0.040 -0.072 -0.03
C 3.016 2.569 2.215 -0.052 -0.053 0.024 -0.06
C 3.805 2.914 1.131 0.125 0.066 -0.166 -0.01
C 3.672 2.240 -0.075 -0.031 -0.085 -0.151 -0.19
C 2.706 1.223 -0.197 -0.073 0.091 -0.021 -0.15
O 2.596 0.464 -1.345 0.488 0.095 0.591 -0.12
C 2.316 1.129 -2.566 -0.104 0.168 -0.403 -0.03
H 1.354 1.647 -2.517 0.001 -0.048 0.015 0.09
H 3.103 1.836 -2.830 -0.080 -0.102 0.033 0.09
H 2.260 0.342 -3.315 -0.057 0.069 -0.025 0.10
O 4.444 2.483 -1.174 -0.355 -0.366 0.158 -0.09
C 5.441 3.474 -1.097 0.196 0.187 0.014 -0.07
H 6.181 3.239 -0.327 -0.034 0.019 -0.018 0.10
H 5.924 3.476 -2.073 -0.001 0.042 0.092 0.10
H 5.011 4.462 -0.905 0.020 -0.043 0.012 0.10
H 4.535 3.698 1.241 0.088 0.071 -0.036 0.10
H 3.141 3.090 3.151 0.009 0.055 0.093 0.11
H 1.464 1.299 2.948 -0.127 -0.039 0.097 0.12
H 0.153 -0.060 1.659 0.260 -0.092 -0.122 0.16
C 1.570 -1.536 1.156 -0.311 0.394 -0.264 -0.44
O 1.216 -2.185 2.118 -0.110 -0.191 0.354 0.08
N 2.597 -1.829 0.351 0.408 -0.086 -0.270 0.14
H 2.793 -1.197 -0.413 -0.082 0.015 -0.009 0.11
C 3.543 -2.929 0.552 0.084 -0.271 0.211 -0.57
C 4.239 -2.747 1.903 -0.126 -0.014 -0.132 -0.03
H 4.968 -3.537 2.061 0.115 -0.106 0.019 0.08
H 4.747 -1.785 1.940 0.086 0.095 -0.004 0.09
H 3.504 -2.783 2.702 -0.014 -0.013 0.097 0.08
C 2.799 -4.265 0.514 0.058 0.177 0.039 -0.03
H 2.325 -4.409 -0.454 -0.054 -0.030 -0.127 0.07
H 3.492 -5.084 0.688 0.108 -0.121 0.003 0.09
H 2.035 -4.281 1.286 -0.061 -0.064 0.043 0.08
C 4.559 -2.850 -0.586 -0.193 0.021 0.184 -0.03
H 5.296 -3.642 -0.483 0.063 -0.076 0.017 0.09
H 4.065 -2.963 -1.548 -0.050 -0.019 -0.141 0.09
H 5.076 -1.893 -0.569 0.092 0.125 -0.016 0.09
H -0.442 -1.208 -2.136 0.117 -0.102 0.111 0.13
H 0.789 -2.041 -1.166 -0.047 0.062 -0.072 0.11
H -2.583 -3.892 -0.777 -0.068 0.027 -0.069 0.11
H -2.035 -3.099 -2.249 -0.109 0.009 -0.027 0.11
H -1.056 -5.396 -1.936 0.050 -0.116 -0.057 0.07
H 0.191 -4.158 -2.026 0.167 -0.024 -0.052 0.06
```
Positions in Å, forces in eV/Å.

Properties
SMILES string = CCCCN(C(=O)CCC(=O)Nc1cc(C)on1)[C@@H](C(=O)NC(C)(C)C)c1cccc(OC)c1OC
Total charge = 0
Strongest force on any atom = 1.3 eV/Å
Kohn-Sham gap = 0.343 hartree
DFT total energy = -1684.01593 Eh
Energy above the lowest of the compared OMol25 structures with the same formula, charge and spin = 106.1 kJ/mol
LUMO level = 0.456 eV
E_HOMO = -8.871 eV

Entry 2:
ORCA calculation (ωB97M-V/def2-TZVPD) on 2 unconnected molecules or ions with the total composition C4H13NO.

Structure (XYZ):
```
19
Properties=species:S:1:pos:R:3:forces:R:3:lowdin_spin:R:1
C 3.495 -1.042 -0.137 0.006 -0.412 -0.298 0.02
C 1.982 -1.020 -0.121 0.220 -0.137 0.294 0.06
N -5.573 0.370 2.239 0.138 -0.339 0.013 0.26
H 3.890 -1.039 -1.162 -0.104 0.263 0.209 0.00
H 3.869 -0.197 0.429 0.195 0.203 -0.046 0.00
H 3.864 -1.958 0.328 -0.040 -0.036 0.101 0.00
H 1.643 -1.150 0.914 -0.115 0.081 0.005 0.02
H 1.576 -1.855 -0.696 -0.127 -0.177 -0.078 0.02
H -6.111 -0.486 2.117 -0.170 0.024 -0.036 0.05
H -4.641 0.094 1.915 0.060 0.229 -0.067 0.14
H -5.468 0.459 3.248 0.026 0.094 0.055 0.05
C 0.177 0.500 -0.369 0.584 0.367 0.371 0.13
O 1.543 0.197 -0.655 -0.053 0.117 -0.397 0.01
C -0.451 1.253 -1.510 -0.263 0.210 -0.276 0.10
H 0.169 1.088 0.558 -0.138 -0.017 -0.057 0.04
H -0.386 -0.405 -0.167 -0.144 -0.247 0.015 0.06
H -1.252 1.877 -1.122 -0.442 -0.176 -0.019 0.04
H -0.841 0.558 -2.257 -0.092 0.117 0.003 0.02
H 0.197 1.958 -2.031 0.458 -0.165 0.207 0.00
```
Positions in Å, forces in eV/Å.

Properties
Total charge = -1
Strongest force on any atom = 0.8 eV/Å
Kohn-Sham gap (alpha / beta) = 0.078 / 0.367 hartree
DFT total energy = -290.12138 Eh
Multiplicity = 2
Energy above the lowest of the compared OMol25 structures with the same formula, charge and spin = 55.4 kJ/mol
LUMO level (alpha / beta) = 3.502 / 3.477 eV
E_HOMO (alpha / beta) = 1.369 / -6.506 eV

Entry 3:
ORCA calculation (ωB97M-V/def2-TZVPD) on 9 unconnected molecules or ions with the total composition C26H63Cl6N7O7 in a non-equilibrium geometry.

Structure (XYZ):
```
109
Properties=species:S:1:pos:R:3:forces:R:3:lowdin_charge:R:1
C 1.853 -1.222 0.014 -0.093 -0.838 0.363 -1.53
Cl 3.617 -1.557 0.279 -1.318 -0.121 0.063 0.54
Cl 1.627 0.395 -0.491 0.146 1.158 -0.674 0.60
Cl 0.772 -1.476 1.406 0.537 -0.286 0.417 0.54
H 1.416 -1.894 -0.724 0.731 0.007 -0.112 -0.01
C -5.074 -1.405 0.219 0.330 0.298 -0.227 -1.44
Cl -5.960 -2.878 -0.281 0.111 1.105 0.140 0.57
Cl -5.494 0.120 -0.696 -0.506 -1.359 0.609 0.54
Cl -3.363 -1.678 0.030 0.824 -0.055 -0.569 0.60
H -5.095 -1.239 1.296 -1.131 0.108 -0.278 0.02
C -6.466 -4.056 3.051 0.017 1.186 0.203 -0.08
C -4.952 -4.038 3.031 -0.799 -0.367 1.412 -0.44
C -4.297 -3.603 4.398 0.331 -0.986 -1.110 -0.15
O -2.936 -3.277 4.071 -0.039 0.140 0.728 -0.20
C -2.223 -2.722 5.165 0.366 0.230 -0.005 -0.11
N -4.537 -5.385 2.648 1.279 0.683 -0.441 0.07
H -6.978 -4.734 3.734 0.504 -0.219 0.069 0.08
H -6.789 -4.265 2.032 -0.320 0.124 0.141 0.04
H -6.724 -3.040 3.349 -0.729 0.110 -0.237 0.08
H -4.642 -3.321 2.271 0.087 0.407 0.035 0.08
H -4.360 -4.458 5.072 0.361 -0.461 -0.033 0.12
H -4.756 -2.822 5.003 -0.343 0.658 -0.691 0.12
H -1.164 -2.593 4.941 0.004 -0.378 -0.555 0.08
H -2.247 -3.325 6.073 -0.346 -0.225 0.020 0.09
H -2.537 -1.705 5.402 -0.556 0.082 0.077 0.08
H -4.967 -5.596 1.759 -1.075 -0.353 -0.051 0.07
H -3.641 -5.198 2.221 0.756 -0.805 0.647 0.00
C 0.995 -3.524 -5.882 0.490 0.659 0.597 -0.03
C 0.556 -2.317 -5.051 -1.516 -1.049 -0.002 -0.48
C 1.466 -1.143 -5.044 2.514 -0.790 1.328 -0.14
O 2.824 -1.761 -4.876 -1.037 1.182 0.990 -0.21
C 3.076 -2.177 -3.491 1.270 -0.210 -2.049 -0.09
N -0.755 -1.930 -5.512 -1.538 0.964 -0.267 0.02
H 0.118 -4.171 -5.891 0.280 -0.276 -0.465 0.08
H 1.836 -4.026 -5.402 -0.125 -0.114 -0.045 0.07
H 1.349 -3.204 -6.862 -0.378 -0.196 -0.160 0.09
H 0.403 -2.659 -4.027 0.637 -0.223 0.434 0.12
H 1.381 -0.523 -4.152 -0.588 0.105 0.165 0.10
H 1.387 -0.440 -5.874 0.398 -0.638 -0.481 0.13
H 2.775 -3.209 -3.310 -0.826 0.080 0.151 0.08
H 2.798 -1.469 -2.710 -0.340 0.092 -0.229 0.05
H 4.161 -2.283 -3.501 0.155 0.335 0.340 0.09
H -1.400 -2.690 -5.675 0.456 -0.604 -0.406 0.06
H -1.263 -1.472 -4.769 0.149 0.721 0.156 0.07
C 2.048 6.970 -0.613 0.237 -1.745 1.395 -0.07
C 1.996 5.954 -1.738 -1.170 1.075 -0.505 -0.42
C 0.809 4.942 -1.711 0.298 -0.842 1.137 -0.18
O 0.675 4.146 -2.909 0.626 -0.505 0.457 -0.18
C 0.206 2.796 -2.664 -0.388 1.318 1.231 -0.09
N 1.789 6.892 -2.832 0.262 -1.339 -1.336 0.02
H 2.007 6.382 0.303 0.376 0.676 0.647 0.08
H 1.191 7.643 -0.636 -0.227 -0.243 -0.066 0.08
H 2.924 7.609 -0.725 0.105 -0.372 0.257 0.09
H 2.895 5.394 -1.998 0.271 0.053 0.695 0.13
H -0.135 5.416 -1.441 -0.263 0.583 -0.477 0.12
H 0.916 4.240 -0.884 0.499 -0.122 0.278 0.11
H 0.420 2.402 -1.671 1.226 0.281 0.245 0.01
H 0.582 2.066 -3.381 -0.425 0.472 -0.335 0.09
H -0.862 2.866 -2.458 -0.587 -0.310 -1.298 0.06
H 1.577 6.160 -3.496 -0.535 0.932 -1.709 0.06
H 0.939 7.369 -2.567 -0.344 0.180 -0.634 0.06
C 5.657 3.735 -1.186 1.732 -2.196 -2.399 -0.41
O 5.213 3.944 -0.133 -2.239 1.824 4.199 0.06
N 6.030 2.478 -1.557 0.501 -0.375 -1.697 -0.17
C 6.613 2.389 -2.922 -0.618 -1.083 0.771 -0.06
C 5.757 1.224 -0.750 -0.226 1.550 -0.803 -0.03
H 5.889 4.482 -1.961 -0.099 0.171 -0.017 0.13
H 5.956 1.779 -3.542 0.367 -0.708 0.007 0.08
H 7.622 1.998 -2.788 -0.030 -0.189 -0.650 0.08
H 6.630 3.300 -3.521 0.149 0.486 0.835 0.08
H 5.611 1.523 0.287 0.222 -0.013 -0.098 0.08
H 4.834 0.746 -1.079 -0.135 0.153 -0.175 0.03
H 6.535 0.468 -0.855 0.320 0.417 -0.017 0.08
C -2.134 -6.224 -0.171 0.822 0.624 2.937 -0.27
O -2.493 -6.909 0.799 -0.108 0.717 -2.552 0.00
N -1.614 -4.953 0.038 -1.105 -1.237 0.307 -0.17
C -0.708 -4.353 -0.874 1.291 1.375 0.130 -0.10
C -1.695 -4.304 1.347 -0.111 0.338 0.759 -0.09
H -2.081 -6.469 -1.243 -0.231 -0.564 0.201 0.13
H -0.315 -4.869 -1.750 -1.018 -0.560 -0.079 0.09
H 0.217 -4.194 -0.320 0.322 0.192 0.193 0.07
H -1.044 -3.349 -1.134 -0.097 0.093 -0.442 0.07
H -2.008 -4.932 2.181 0.694 -0.575 -0.473 0.08
H -0.771 -3.805 1.638 0.352 -0.450 -0.232 0.05
H -2.415 -3.491 1.437 -0.175 -0.058 -0.721 0.01
C 3.418 2.447 6.660 3.897 -1.609 1.194 -0.32
O 4.532 1.930 6.977 -2.385 1.832 -0.702 -0.05
N 2.492 1.682 6.102 -2.752 0.149 -0.368 -0.17
C 1.076 2.165 6.033 -0.186 -0.376 0.420 -0.04
C 2.836 0.327 5.699 -0.002 0.121 -1.136 -0.05
H 3.211 3.519 6.804 -0.234 -0.270 0.045 0.14
H 0.306 1.492 6.411 0.646 -0.918 0.488 0.08
H 0.620 2.354 5.061 0.943 0.444 -0.478 0.08
H 0.916 3.008 6.705 0.486 0.326 -0.369 0.08
H 2.937 -0.437 6.470 -0.322 0.324 0.303 0.09
H 2.110 0.045 4.936 -0.288 -0.289 0.290 0.08
H 3.777 0.325 5.148 0.190 0.265 0.282 0.09
C -2.471 4.290 0.374 -0.001 -0.676 0.590 -0.37
O -1.938 4.129 1.447 0.633 0.309 0.546 0.01
N -2.867 3.253 -0.391 -0.917 1.616 -1.800 -0.17
C -3.748 3.555 -1.578 0.717 -1.233 0.330 -0.04
C -2.502 1.870 -0.169 0.039 -0.099 -1.268 -0.07
H -2.681 5.296 -0.022 -0.196 -0.110 -0.207 0.13
H -4.813 3.448 -1.372 -0.017 0.119 0.417 0.08
H -3.537 2.795 -2.330 0.137 -0.016 -0.116 0.08
H -3.584 4.515 -2.069 0.307 0.105 0.516 0.08
H -1.791 1.661 0.630 -0.887 0.417 0.618 0.10
H -3.430 1.306 -0.263 0.460 -0.332 0.952 -0.01
H -1.921 1.535 -1.028 0.064 0.000 -0.513 0.06
```
Positions in Å, forces in eV/Å.

Properties
SMILES string = COC[C@H](C)N.COC[C@H](C)N.COC[C@H](C)N.ClC(Cl)Cl.ClC(Cl)Cl.CN(C)C=O.CN(C)C=O.CN(C)C=O.CN(C)C=O
Total charge = 0
Strongest force on any atom = 5.1 eV/Å
Kohn-Sham gap = 0.336 hartree
DFT total energy = -4699.31198 Eh
LUMO level = -0.099 eV
E_HOMO = -9.250 eV

Please write out number 2 again, unchanged.
ORCA calculation (ωB97M-V/def2-TZVPD) on 2 unconnected molecules or ions with the total composition C4H13NO.

Structure (XYZ):
```
19
Properties=species:S:1:pos:R:3:forces:R:3:lowdin_spin:R:1
C 3.495 -1.042 -0.137 0.006 -0.412 -0.298 0.02
C 1.982 -1.020 -0.121 0.220 -0.137 0.294 0.06
N -5.573 0.370 2.239 0.138 -0.339 0.013 0.26
H 3.890 -1.039 -1.162 -0.104 0.263 0.209 0.00
H 3.869 -0.197 0.429 0.195 0.203 -0.046 0.00
H 3.864 -1.958 0.328 -0.040 -0.036 0.101 0.00
H 1.643 -1.150 0.914 -0.115 0.081 0.005 0.02
H 1.576 -1.855 -0.696 -0.127 -0.177 -0.078 0.02
H -6.111 -0.486 2.117 -0.170 0.024 -0.036 0.05
H -4.641 0.094 1.915 0.060 0.229 -0.067 0.14
H -5.468 0.459 3.248 0.026 0.094 0.055 0.05
C 0.177 0.500 -0.369 0.584 0.367 0.371 0.13
O 1.543 0.197 -0.655 -0.053 0.117 -0.397 0.01
C -0.451 1.253 -1.510 -0.263 0.210 -0.276 0.10
H 0.169 1.088 0.558 -0.138 -0.017 -0.057 0.04
H -0.386 -0.405 -0.167 -0.144 -0.247 0.015 0.06
H -1.252 1.877 -1.122 -0.442 -0.176 -0.019 0.04
H -0.841 0.558 -2.257 -0.092 0.117 0.003 0.02
H 0.197 1.958 -2.031 0.458 -0.165 0.207 0.00
```
Positions in Å, forces in eV/Å.

Properties
Total charge = -1
Strongest force on any atom = 0.8 eV/Å
Kohn-Sham gap (alpha / beta) = 0.078 / 0.367 hartree
DFT total energy = -290.12138 Eh
Multiplicity = 2
Energy above the lowest of the compared OMol25 structures with the same formula, charge and spin = 55.4 kJ/mol
LUMO level (alpha / beta) = 3.502 / 3.477 eV
E_HOMO (alpha / beta) = 1.369 / -6.506 eV

Q: Which formula does entry 1 have?
A: C26H38N4O6